[1]
{
  "formula": "C6H11N4",
  "method": "the ωB97M-V functional and the def2-TZVPD basis",
  "elements": ["C", "C", "C", "C", "C", "C", "N", "N", "N", "N", "H", "H", "H", "H", "H", "H", "H", "H", "H", "H", "H"],
  "positions_angstrom": [[-1.150, 1.808, 1.846], [-1.911, 1.737, 0.674], [-0.030, 1.028, 1.609], [0.750, -0.023, -0.616], [1.599, -1.476, -2.186], [-0.813, -1.482, -1.875], [-1.329, 0.936, -0.188], [-0.185, 0.491, 0.321], [0.983, 0.799, 2.753], [0.456, -0.907, -1.494], [-1.405, 2.352, 2.732], [-2.826, 2.228, 0.413], [1.914, 0.582, 2.379], [1.557, -1.293, -3.258], [1.619, -2.554, -2.014], [2.514, -1.044, -1.781], [-0.791, -2.559, -1.699], [-0.975, -1.310, -2.941], [-1.624, -1.022, -1.317], [0.650, 0.034, 3.353], [0.995, 1.674, 3.287]],
  "forces_ev_per_angstrom": [[0.726, -0.376, 0.066], [0.365, -0.322, -0.029], [-0.772, 0.637, 0.197], [2.458, 0.173, 2.322], [0.726, -0.225, -0.431], [-0.914, -0.241, -0.031], [-0.791, 0.364, -0.404], [-0.319, -0.282, 0.175], [-1.127, -0.225, -2.151], [-0.226, 0.331, 0.223], [0.037, 0.092, 0.342], [-0.222, 0.104, 0.072], [-0.017, 0.048, 0.090], [-0.156, 0.021, -0.035], [-0.109, 0.021, -0.031], [-0.234, 0.003, -0.074], [0.025, 0.065, -0.015], [-0.003, -0.004, 0.048], [0.096, -0.123, -0.109], [0.254, 0.148, -0.142], [0.201, -0.208, -0.085]],
  "max_force_ev_per_a": 3.386,
  "total_energy_ev": -12350.744,
  "e_homo_ev": -11.829,
  "mol_weight_g_mol": 139.18,
  "relative_energy_kj_mol": 359.1,
  "charge": 1,
  "spin_multiplicity": 1,
  "gap_ev": 8.09
}


[2]
{
  "formula": "C4H9NO2S",
  "method": "the ωB97M-V functional and the def2-TZVPD basis",
  "elements": ["C", "C", "C", "C", "N", "O", "O", "S", "H", "H", "H", "H", "H", "H", "H", "H", "H"],
  "positions_angstrom": [[1.947, -0.801, -0.386], [-1.615, 1.423, 0.483], [1.000, 0.253, 0.295], [-0.431, -0.012, -0.111], [-0.928, -1.201, 0.578], [-0.393, -1.407, 1.645], [-1.672, -1.890, -0.092], [-0.803, -0.327, -1.879], [2.846, -0.755, 0.172], [1.522, -1.729, -0.050], [1.850, -0.681, -1.463], [-1.217, 1.668, 1.425], [-1.408, 2.090, -0.319], [-2.617, 1.182, 0.424], [1.380, 1.277, 0.153], [0.954, 0.060, 1.445], [-0.416, 0.850, -2.320]],
  "forces_ev_per_angstrom": [[-2.360, 1.019, 1.329], [3.927, -2.768, -2.006], [0.495, -0.426, 1.641], [-2.481, 3.898, -0.322], [1.242, 0.235, -1.136], [-1.553, -1.380, 0.716], [-0.396, -0.820, 1.582], [-0.258, -0.304, 0.337], [1.523, 0.277, -0.453], [-0.153, -0.892, -0.438], [0.897, -0.205, 0.166], [0.257, 0.508, 1.082], [0.405, 0.884, -0.255], [-1.907, -1.113, 0.186], [-0.616, -0.280, -0.255], [0.557, 0.625, -2.111], [0.422, 0.742, -0.064]],
  "max_force_ev_per_a": 5.206,
  "total_energy_ev": -20709.486,
  "e_homo_ev": -9.253,
  "mol_weight_g_mol": 135.19,
  "relative_energy_kj_mol": 535.2,
  "charge": 0,
  "spin_multiplicity": 1,
  "gap_ev": 9.18
}


[3]
{
  "formula": "C5H10HgO5",
  "method": "the ωB97M-V functional and the def2-TZVPD basis",
  "elements": ["C", "C", "O", "C", "O", "O", "O", "Hg", "H", "H", "H", "H", "H", "C", "C", "O", "H", "H", "H", "H", "H"],
  "positions_angstrom": [[0.655, -0.945, 0.434], [1.907, -1.084, -0.317], [1.771, -0.466, -1.651], [2.801, -0.517, -2.449], [3.923, -0.986, -2.077], [2.639, -0.221, -3.675], [0.549, 0.130, 1.238], [4.521, -0.615, -3.852], [-0.072, -1.755, 0.517], [2.156, -2.141, -0.466], [2.748, -0.580, 0.177], [-0.353, 0.198, 1.630], [-1.665, 0.795, -0.250], [-2.723, 0.972, 0.155], [-2.704, 1.236, 1.642], [-1.803, 0.315, 2.257], [-3.190, 1.811, -0.376], [-3.266, 0.043, -0.063], [-3.710, 1.100, 2.069], [-2.383, 2.269, 1.847], [-1.800, 0.444, 3.210]],
  "forces_ev_per_angstrom": [[-0.010, 3.750, 3.371], [1.701, 0.245, -1.654], [-2.058, -0.007, 1.922], [-0.389, -1.129, -0.664], [-3.175, -0.738, 6.977], [-6.297, 1.514, 2.433], [1.628, -3.953, -4.133], [10.987, -0.116, -9.339], [-0.355, 0.405, -0.218], [-0.130, 0.122, 0.139], [-0.339, -0.135, 0.220], [-1.789, 0.051, 1.116], [-1.364, 0.627, 0.462], [1.024, -0.710, -0.571], [-0.601, 0.860, -0.191], [0.736, -0.470, 0.016], [0.214, -0.319, 0.057], [-0.014, 0.316, 0.006], [0.339, 0.024, -0.111], [-0.030, -0.322, -0.004], [-0.078, -0.016, 0.166]],
  "max_force_ev_per_a": 14.421,
  "total_energy_ev": -19747.019,
  "e_homo_ev": [-10.311, -12.846],
  "mol_weight_g_mol": 350.72,
  "relative_energy_kj_mol": 0.0,
  "charge": 1,
  "spin_multiplicity": 2,
  "gap_ev": [3.29, 6.20]
}


[4]
{
  "formula": "C10H13BN2O",
  "method": "the ωB97M-V functional and the def2-TZVPD basis",
  "elements": ["H", "N", "C", "C", "C", "C", "N", "B", "C", "C", "C", "C", "C", "C", "O", "H", "H", "H", "H", "H", "H", "H", "H", "H", "H", "H", "H"],
  "positions_angstrom": [[1.199, -3.672, -0.281], [1.544, -3.259, -1.207], [1.239, -2.006, -1.331], [1.881, -1.229, -2.433], [2.188, 0.169, -2.104], [0.936, 1.086, -2.209], [0.363, 1.206, -0.893], [-0.130, 0.045, -0.150], [-1.075, 0.229, 1.046], [-2.321, 0.950, 1.018], [-2.962, 1.346, 2.165], [-2.454, 0.951, 3.418], [-1.271, 0.186, 3.456], [-0.611, -0.207, 2.340], [0.496, -1.313, -0.351], [2.825, -1.731, -2.739], [1.124, -1.184, -3.314], [2.748, 0.314, -1.119], [2.946, 0.526, -2.840], [1.394, 1.998, -2.375], [0.319, 0.634, -2.988], [0.130, 2.060, -0.372], [-2.902, 1.034, 0.159], [-3.843, 1.970, 2.095], [-2.851, 1.222, 4.303], [-0.913, -0.245, 4.342], [0.002, -1.078, 2.366]],
  "forces_ev_per_angstrom": [[0.184, 0.906, -1.697], [-1.069, 1.443, 1.548], [0.453, -1.325, 1.868], [-0.890, -1.028, -1.755], [1.444, 1.833, 0.350], [1.943, -1.322, 1.957], [-2.553, -2.360, 2.174], [2.616, -0.939, -2.018], [-1.177, 0.233, 1.743], [2.216, -1.204, 0.864], [0.330, -0.295, 1.836], [2.368, -0.469, -3.345], [-1.559, 0.404, 0.039], [-1.459, 0.241, -2.884], [-0.842, 0.894, -0.673], [-1.019, -0.126, 0.066], [1.415, -0.451, 1.079], [-1.068, -0.284, -1.010], [-0.607, -0.175, 0.177], [0.098, 2.185, -1.355], [-0.411, 0.765, 0.058], [0.216, -0.114, -1.388], [-0.207, 0.635, -1.925], [-0.215, -0.235, 0.060], [-1.630, 0.946, 2.657], [0.155, -0.222, 1.492], [1.267, 0.064, 0.080]],
  "max_force_ev_per_a": 4.125,
  "smiles": "[H]/N=C1/CCCNB(c2ccccc2)O1",
  "total_energy_ev": -16285.306,
  "e_homo_ev": -9.159,
  "mol_weight_g_mol": 188.04,
  "charge": 0,
  "spin_multiplicity": 1,
  "gap_ev": 9.61
}